Entry from the Open Molecules 2025 dataset: an isolated ion of composition C14H23BBrFIN4O6 and charge -1 (ωB97M-V with the def2-TZVPD basis set).

Properties
E_LUMO = 0.0817 Eh
frontier orbital gap = 7.3 eV
spin multiplicity = 1
HOMO level = -0.1883 hartree
charge = -1

The geometry in XYZ format:
```
51
Properties=species:S:1:pos:R:3:forces:R:3:nbo_charge:R:1
C 1.804 0.478 3.435 0.4 0.7 0.0 -0.6444
C 1.652 1.568 2.276 0.5 -0.4 0.7 -0.0278
F 0.708 2.613 2.663 0.7 -0.9 0.1 -0.4242
B 1.264 0.883 0.809 0.3 1.1 -0.6 0.8006
C 2.650 0.842 -0.082 1.2 -0.9 0.3 -0.6936
C 3.677 -0.306 0.273 1.4 0.8 -1.4 0.4315
N 4.461 0.052 1.502 -0.2 -1.2 -0.3 -0.8641
N 4.691 -0.315 -0.855 -1.1 0.0 0.0 -0.8751
N 3.100 -1.665 0.312 0.0 0.0 1.1 -0.8561
O 0.350 1.676 -0.070 -1.5 0.3 -0.6 -0.7300
C -0.843 1.002 -0.493 0.9 1.5 1.8 0.2271
C -1.962 2.115 -0.418 -0.7 0.2 -1.0 -0.4139
C -3.354 1.739 -1.081 0.1 0.0 0.5 -0.4123
C -4.022 0.408 -0.540 -1.3 -0.4 -0.7 -0.4434
C -3.956 -0.767 -1.612 0.7 1.4 0.1 -0.0803
O -4.765 -1.908 -1.223 1.9 -0.4 -0.8 -0.5120
C -4.076 -3.096 -1.369 -1.1 -1.3 0.8 0.6324
O -4.520 -4.105 -0.870 0.3 0.9 -0.5 -0.5678
C -0.647 0.595 -2.011 0.6 0.1 -0.6 -0.5600
C 0.411 -0.535 -2.286 -0.9 -0.2 1.2 0.5570
O 0.514 -1.566 -1.723 -0.2 0.8 -0.6 -0.4633
I 1.817 -0.156 -3.957 -0.2 0.1 -0.1 -0.0919
C -0.878 -0.135 0.642 2.4 -0.9 0.0 0.4692
Br -1.659 0.410 2.460 -0.8 1.0 0.0 -0.1073
N -1.592 -1.417 0.369 0.5 0.6 1.8 -0.6629
C -1.698 -2.062 1.441 0.6 -0.8 -2.0 0.9197
O -1.759 -2.880 2.258 -0.3 0.4 0.1 -0.4725
O 0.466 -0.345 1.002 -2.4 -1.0 -1.2 -0.7213
H 2.471 0.918 4.240 -0.9 -0.5 -0.6 0.1883
H 0.818 0.151 3.855 0.9 0.4 -0.4 0.2143
H 2.356 -0.435 3.064 -0.7 1.0 0.2 0.2059
H 2.656 2.090 2.247 -1.2 -0.4 -0.1 0.1570
H 3.192 1.818 0.132 -0.6 -1.1 -0.3 0.2178
H 2.485 0.839 -1.200 0.0 -0.2 1.2 0.1936
H 5.296 0.539 1.164 -0.4 0.0 0.2 0.3662
H 4.792 -0.854 1.865 0.0 0.6 0.0 0.3365
H 5.327 -1.116 -0.749 -0.4 0.2 -0.1 0.3294
H 4.106 -0.458 -1.693 0.8 0.0 0.2 0.3623
H 3.750 -2.372 -0.040 -0.1 0.6 0.1 0.3462
H 2.893 -1.948 1.281 -0.3 0.3 -0.6 0.3587
H -2.143 2.514 0.620 0.5 -0.8 -0.9 0.2467
H -1.560 2.998 -1.007 -0.3 -1.0 0.7 0.2180
H -3.236 1.694 -2.208 -0.3 0.1 1.2 0.1884
H -4.073 2.580 -0.837 0.9 -0.8 -0.5 0.2142
H -5.132 0.629 -0.439 1.2 -0.3 0.0 0.2033
H -3.682 0.083 0.476 0.0 0.3 -1.0 0.2419
H -4.309 -0.306 -2.589 0.1 -0.9 1.0 0.1693
H -2.906 -1.133 -1.749 -0.9 0.5 0.2 0.1938
H -3.121 -3.210 -1.962 -0.8 1.2 0.4 0.1360
H -0.261 1.523 -2.534 -0.5 -1.0 0.8 0.2586
H -1.586 0.305 -2.555 0.8 0.0 0.6 0.2401
```
Positions in Å, forces in eV/Å.

=====

Entry from the Open Molecules 2025 dataset: C14H23BF8HfN2O4S as an isolated structure (ωB97M-V with the def2-TZVPD basis set).

Properties
E_LUMO (spin up / spin down) = -0.2893 / -0.2860 Eh
frontier orbital gap (spin up / spin down) = 1.8 / 1.8 eV
spin multiplicity = 2
HOMO level (spin up / spin down) = -0.3544 / -0.3534 hartree
charge = +1

The geometry in XYZ format:
```
54
Properties=species:S:1:pos:R:3:forces:R:3:lowdin_spin:R:1
Hf -3.357 -1.271 -2.632 1.2 -1.0 2.3 0.8145
C -7.455 1.909 -0.414 0.2 -2.0 -1.2 -0.0007
F -7.119 3.150 -0.530 -0.2 1.3 0.4 -0.0002
F -8.403 1.715 0.531 1.4 0.1 -1.4 -0.0002
F -7.880 1.498 -1.664 0.0 0.2 1.8 -0.0001
S -5.777 0.977 -0.099 1.6 -1.2 1.0 0.0009
O -4.797 1.406 -1.126 1.2 2.5 -0.6 -0.0343
O -5.460 1.239 1.316 -0.8 -0.4 -2.8 -0.0068
O -5.869 -0.406 -0.592 -1.5 -2.2 0.8 -0.0106
B -1.154 -2.418 -4.844 2.1 -1.6 -3.4 0.0019
F -2.349 -3.059 -4.845 -3.3 -1.5 0.5 0.0017
F -1.469 -1.133 -4.898 -2.5 6.0 0.2 0.0004
F -0.618 -2.549 -3.661 1.9 -1.2 4.8 -0.0015
F -0.315 -2.702 -5.900 -0.3 -0.5 0.2 -0.0005
F -2.430 -2.607 -0.009 -0.8 1.4 -2.8 0.2129
C 2.040 2.930 -2.697 -0.9 -0.7 -0.9 0.0004
C 2.491 2.314 -1.336 -0.5 0.8 -2.9 0.0011
C 3.199 3.476 -0.687 2.5 0.1 1.5 0.0000
C 3.565 3.192 0.739 -2.0 -0.5 1.3 0.0000
C 2.148 3.102 1.487 2.0 0.3 0.1 0.0001
C 1.285 1.921 1.018 -0.9 -0.4 1.5 0.0012
N 1.243 1.883 -0.530 -3.9 -6.6 -2.2 0.0188
O 0.283 0.991 -1.179 6.2 6.2 4.3 -0.0079
C 1.895 0.629 1.624 1.4 -1.2 -0.8 0.0013
C -0.105 1.830 1.785 -0.3 1.3 -2.3 0.0003
C 3.405 1.073 -1.748 -0.4 -0.4 0.8 0.0011
H 1.519 2.233 -3.354 -0.8 -0.2 0.6 0.0000
H 2.829 3.131 -3.422 0.9 0.3 0.9 0.0000
H 1.473 3.852 -2.573 -0.1 -0.2 0.1 0.0000
H 4.209 3.581 -1.084 -0.3 -0.1 -1.3 0.0000
H 2.766 4.474 -0.743 -0.6 -0.4 -0.4 0.0000
H 4.300 3.851 1.203 -0.7 0.8 -0.1 0.0000
H 4.144 2.272 0.820 -0.5 -0.6 -0.1 0.0000
H 1.590 4.038 1.454 0.1 0.1 -0.5 0.0000
H 2.412 3.008 2.540 -0.6 -0.5 0.1 0.0000
H 2.830 0.389 1.119 0.1 -0.1 0.3 0.0000
H 2.078 0.796 2.686 0.2 0.5 -0.2 0.0001
H 1.285 -0.274 1.653 -0.4 0.3 -0.7 0.0000
H -0.678 2.680 1.415 -0.4 0.1 0.3 0.0000
H -0.634 0.924 1.489 0.1 0.1 0.2 0.0000
H -0.012 1.925 2.866 0.5 -0.1 -0.3 0.0000
H 4.400 1.395 -2.055 -0.2 0.6 0.2 0.0001
H 3.019 0.515 -2.601 -0.5 0.3 0.1 0.0000
H 3.549 0.340 -0.955 -0.1 0.2 0.2 0.0000
N -0.412 -4.906 2.792 -0.3 -0.1 1.0 0.0007
C 0.867 -5.063 2.356 0.0 -3.6 1.2 0.0007
C 1.292 -6.363 2.900 -0.7 2.9 -1.2 0.0022
C 0.196 -6.839 3.680 1.9 -1.3 0.8 0.0001
C -0.772 -5.939 3.694 -1.9 2.8 -2.6 0.0016
H -1.077 -4.261 2.391 0.2 0.1 0.3 0.0004
H 1.319 -4.375 1.658 0.0 -0.2 0.1 0.0002
H 2.259 -6.787 2.675 -0.2 -0.2 0.3 0.0001
H 0.063 -7.712 4.301 0.7 -0.3 -0.3 0.0000
H -1.811 -5.974 3.987 0.2 -0.1 0.4 0.0000
```
Positions in Å, forces in eV/Å.

=====

Entry from the Open Molecules 2025 dataset: C14H23BrCsNO4S2 as an isolated structure (ωB97M-V with the def2-TZVPD basis set).

Properties
E_LUMO = -0.0735 Eh
frontier orbital gap = 5.2 eV
spin multiplicity = 1
HOMO level = -0.2653 hartree

The geometry in XYZ format:
```
46
Properties=species:S:1:pos:R:3:forces:R:3:mulliken_charge:R:1
C 6.243 -0.771 0.034 0.3 -0.2 0.1 -0.5585
C 5.580 0.349 0.332 0.4 0.1 -0.5 -0.4502
C 4.288 0.632 -0.255 0.8 1.4 -1.3 0.8039
O 3.473 1.323 0.351 8.2 -3.8 -1.9 -0.5557
O 3.995 0.175 -1.468 0.0 -1.1 -0.1 -0.4496
C 2.856 -0.755 -1.494 -0.5 0.1 -0.1 -0.6522
C 1.470 -0.096 -1.589 0.5 -0.5 0.2 0.4059
C 0.466 -0.841 -2.443 -0.4 0.0 -0.4 -1.1011
C -0.895 -0.107 -2.639 0.3 0.3 0.1 -0.9926
C -1.223 1.120 -1.778 -0.5 -0.2 -0.1 -0.5754
C -1.735 0.779 -0.383 0.3 0.8 0.0 -0.2907
N -2.182 1.995 0.331 0.1 0.1 1.1 0.2499
S -0.864 2.849 0.923 -3.7 0.1 0.0 -0.4070
C -3.243 1.724 1.328 0.0 0.2 -0.2 0.1673
Br -3.609 3.412 2.279 -0.1 0.1 -0.1 -0.1493
C -2.892 0.717 2.418 -0.2 0.1 0.2 -0.9693
S -3.232 -1.010 1.987 -0.1 0.0 -0.1 -0.1341
C -1.591 -1.739 2.213 -0.1 -0.2 -0.3 0.1558
C -1.588 -3.105 1.539 -0.2 0.0 0.2 -1.3677
C -4.584 1.376 0.583 0.1 -0.3 0.6 0.5099
O -5.375 0.745 1.287 -0.4 -0.4 0.6 -0.7429
O -4.646 1.770 -0.568 0.0 0.4 -1.4 -0.6865
H 6.736 -1.321 0.821 1.1 0.5 -0.1 0.2716
H 6.364 -1.152 -0.968 -1.2 -0.7 -0.1 0.3028
H 5.967 1.065 1.038 -0.7 -0.4 1.2 0.4203
H 2.988 -1.430 -2.329 0.5 0.1 -0.3 0.4929
H 2.965 -1.346 -0.590 -0.2 -0.2 0.1 0.3741
H 1.587 0.920 -1.963 0.0 0.1 0.1 0.4761
H 1.064 -0.121 -0.588 -0.2 0.4 0.2 -0.4208
H 0.266 -1.833 -2.046 0.2 -0.1 0.3 0.3942
H 0.902 -1.001 -3.427 0.1 -0.1 -0.2 0.4559
H -1.715 -0.806 -2.509 -0.1 -0.2 -0.1 0.4026
H -0.927 0.211 -3.676 -0.1 0.1 -0.2 0.3948
H -2.073 1.625 -2.233 -0.1 0.1 -0.2 0.4539
H -0.417 1.857 -1.801 0.1 0.0 0.3 0.1240
H -0.964 0.283 0.220 0.1 -0.3 0.1 -0.5449
H -2.576 0.100 -0.443 -0.2 -0.1 -0.2 0.6111
H -0.082 1.900 1.563 -5.0 0.3 1.1 0.0273
H -3.503 0.952 3.276 -0.2 0.0 0.1 0.6544
H -1.863 0.822 2.755 0.2 0.0 -0.1 0.3862
H -1.358 -1.835 3.268 0.2 0.1 0.2 0.4441
H -0.849 -1.110 1.726 0.2 0.2 0.1 -0.2584
H -2.163 -3.070 0.619 0.0 0.0 -0.3 0.3500
H -2.068 -3.846 2.170 -0.1 -0.2 0.1 0.3623
H -0.581 -3.446 1.319 0.2 -0.1 0.0 0.3364
Cs 1.591 2.040 0.810 0.2 3.6 1.2 1.2792
```
Positions in Å, forces in eV/Å.

=====

Entry from the Open Molecules 2025 dataset: an isolated ion of composition C14H23BrNO2 and charge +1 (ωB97M-V with the def2-TZVPD basis set).

Properties
E_LUMO = -0.0954 Eh
frontier orbital gap = 8.8 eV
spin multiplicity = 1
HOMO level = -0.4205 hartree
SMILES = COCC[NH2+]CCCCOc1ccc(Br)cc1C
ΔE to the lowest compared entry with this formula, charge and spin = 6.8 kcal per mole
charge = +1

The geometry in XYZ format:
```
41
Properties=species:S:1:pos:R:3:forces:R:3:nbo_charge:R:1
C -1.387 -3.306 0.002 0.1 -0.2 0.0 -0.2501
H -2.304 -3.876 0.177 0.0 0.0 0.0 0.1836
H -0.862 -3.725 -0.862 0.0 0.0 0.0 0.1806
H -0.751 -3.366 0.881 0.0 -0.1 0.0 0.2070
O -1.674 -1.936 -0.196 -0.2 0.4 -0.1 -0.5597
C -2.544 -1.702 -1.281 0.0 0.0 0.1 -0.0788
C -2.870 -0.212 -1.269 -0.4 -0.7 0.1 -0.2447
N -1.609 0.555 -1.340 0.4 -0.3 0.1 -0.5497
H -0.920 0.168 -0.642 -0.1 0.1 -0.5 0.5010
C -1.711 2.004 -1.043 -0.1 0.7 0.2 -0.2236
C -2.127 2.278 0.402 0.0 -0.3 0.0 -0.4229
H -1.941 3.336 0.591 0.0 0.0 -0.1 0.2412
H -3.199 2.120 0.526 0.0 0.1 0.0 0.2220
C -1.384 1.444 1.453 0.3 0.2 -0.1 -0.4455
H -1.695 0.397 1.416 0.0 -0.1 0.1 0.2149
C 0.135 1.491 1.332 -0.2 0.1 0.4 -0.0645
H 0.489 2.516 1.163 0.0 -0.1 0.0 0.1843
H 0.593 1.120 2.255 0.0 0.0 -0.1 0.2021
O 0.528 0.657 0.240 0.3 0.0 0.0 -0.6051
C 1.910 0.473 0.120 0.3 0.0 -0.1 0.3250
C 2.639 1.373 -0.645 -0.2 -0.1 0.1 -0.2477
C 3.999 1.205 -0.812 0.2 -0.1 0.0 -0.2347
C 4.620 0.126 -0.201 0.2 0.0 0.0 -0.0650
C 3.896 -0.773 0.562 0.1 0.2 -0.1 -0.2157
C 2.528 -0.614 0.739 -0.3 0.2 -0.1 -0.0615
C 1.757 -1.586 1.576 0.0 0.0 0.1 -0.6409
H 1.953 -1.405 2.632 -0.1 0.0 0.1 0.2342
H 0.689 -1.488 1.397 -0.1 0.0 0.0 0.2182
H 2.067 -2.604 1.352 0.0 -0.1 0.0 0.2320
H 4.397 -1.607 1.030 0.1 -0.1 0.0 0.2345
Br 6.493 -0.126 -0.422 -0.3 0.0 0.0 0.0887
H 4.571 1.901 -1.405 0.1 0.1 -0.1 0.2403
H 2.139 2.210 -1.109 -0.1 0.1 -0.1 0.2161
H -1.658 1.827 2.435 0.0 -0.1 0.0 0.2482
H -0.727 2.436 -1.226 0.0 -0.1 -0.1 0.2295
H -2.426 2.462 -1.730 0.1 -0.1 -0.1 0.2283
H -1.186 0.422 -2.263 0.0 0.0 0.2 0.4306
H -3.369 0.029 -0.331 0.1 0.1 -0.1 0.2310
H -3.520 0.054 -2.103 0.1 0.1 0.0 0.2324
H -2.065 -1.997 -2.228 -0.1 0.0 0.0 0.1783
H -3.469 -2.283 -1.174 0.0 0.1 -0.1 0.2061
```
Positions in Å, forces in eV/Å.